The following is a DFT calculation (the ωB97M-V functional and the def2-TZVPD basis) of a molecular structure, C49H73As3KN2P2Si2.

Results
- Charge: -1
- Relative energy (zero: lowest compared OMol25 entry of this formula, charge and spin): 39.45 kJ/mol
- Energy: -10589.58625 Ha
- Lowest unoccupied orbital energy: 0.06937 Ha
- Orbital gap: 5.62 eV

Last column: Mulliken charge in e.
Geometry (Å):
K1 0.98858 0.46725 0.15174  2.4315
C1 3.92115 -1.15103 -1.82223  -1.4965
C2 3.84120 -0.80905 -0.36018  0.7930
C3 3.31166 -1.73038 0.54413  -0.0121
C4 3.11269 -1.38610 1.87356  -0.1163
C5 3.43320 -0.11123 2.32784  -0.4114
C6 3.97326 0.81252 1.44060  -0.1233
C7 4.17884 0.46109 0.10903  -0.6291
H1 4.55014 -0.44869 -2.36962  0.4248
H2 2.91043 -1.12305 -2.24392  0.2267
H3 4.30433 -2.16130 -1.97173  0.4163
H4 2.99171 -2.70499 0.19673  -0.0321
H5 2.66009 -2.10515 2.53756  -0.0594
H6 3.24956 0.16194 3.36051  0.3602
H7 4.21691 1.81313 1.77918  0.4373
H8 4.56828 1.19643 -0.58713  0.3327
C8 -0.68262 -5.61965 2.58963  -1.2043
Si1 0.59928 -4.24193 2.39256  0.0966
C9 0.63443 -3.42258 4.09944  -1.2383
C10 2.24128 -5.14630 2.16866  -1.1625
N1 0.31595 -3.11739 1.19988  0.7130
P1 -0.19392 -2.99724 -0.30137  0.4881
C11 0.17021 -1.64827 -1.16306  -1.7064
P2 -0.29293 -0.69163 -2.40753  0.7054
N2 0.21635 0.82772 -2.38298  0.2700
Si2 -0.25531 2.26021 -3.11110  -0.1310
C12 -0.98876 2.14992 -4.84683  -1.1435
C13 -1.53455 3.16328 -2.05861  -0.5354
C14 1.26840 3.37235 -3.26825  -0.5699
C15 0.25038 -1.41738 -4.01515  0.1274
C16 1.23525 -0.79175 -4.77582  -0.4945
C17 1.74706 -1.39099 -5.92396  -0.7782
C18 1.26932 -2.62639 -6.33534  -0.7490
C19 0.29213 -3.26654 -5.58107  -0.6628
C20 -0.19835 -2.67143 -4.42857  -0.2512
C21 -2.13320 -0.61710 -2.60636  0.7918
C22 -2.82532 -0.74949 -3.80703  -0.7805
C23 -4.21050 -0.61376 -3.85191  -0.7480
C24 -4.92389 -0.33439 -2.69560  -0.8065
C25 -4.24550 -0.19673 -1.48986  -0.4718
C26 -2.86864 -0.34488 -1.44879  -0.6869
C27 0.37640 -4.50526 -1.21166  -0.4353
C28 -0.13892 -5.77628 -0.94873  -0.1515
C29 0.35716 -6.89470 -1.60317  -0.9332
C30 1.37976 -6.76091 -2.53618  -0.7846
C31 1.88739 -5.50190 -2.82155  -0.7921
C32 1.38024 -4.38263 -2.16802  -0.0237
C33 -2.02313 -3.29099 -0.27506  0.3413
C34 -2.72732 -3.71953 -1.39956  0.1631
C35 -4.10994 -3.83403 -1.38129  -0.7655
C36 -4.82124 -3.50889 -0.23252  -0.6531
C37 -4.13690 -3.07116 0.89239  -0.8223
C38 -2.74960 -2.96834 0.86829  -0.3701
H9 -0.59213 -6.10542 3.56607  0.4473
H10 -0.55329 -6.39003 1.82634  0.2933
H11 -1.69781 -5.22435 2.49899  0.3360
H12 0.91990 -4.14220 4.87295  0.4302
H13 -0.35972 -3.03966 4.34963  0.2704
H14 1.32917 -2.58152 4.15292  0.2688
H15 2.38702 -5.91753 2.93179  0.4351
H16 3.10002 -4.47000 2.20373  0.3106
H17 2.24584 -5.63425 1.18817  0.2671
H18 -2.03412 1.83422 -4.81071  0.2561
H19 -0.44146 1.42185 -5.45245  0.3095
H20 -0.94769 3.11676 -5.35709  0.4545
H21 -2.47025 2.59570 -2.08296  0.3023
H22 -1.74270 4.18617 -2.38866  0.4126
H23 -1.20239 3.19268 -1.01511  -0.2943
H24 1.93506 2.97554 -4.04063  0.3819
H25 1.82935 3.38363 -2.33110  -0.2975
H26 1.01574 4.40238 -3.54090  0.3070
H27 1.60079 0.17356 -4.44545  0.4040
H28 2.51745 -0.88999 -6.49847  0.4216
H29 1.65934 -3.09307 -7.23167  0.3520
H30 -0.07713 -4.23881 -5.88495  0.4648
H31 -0.93674 -3.19016 -3.82748  0.1728
H32 -2.28123 -0.95688 -4.72168  0.4278
H33 -4.73136 -0.72588 -4.79591  0.3753
H34 -6.00201 -0.23219 -2.73030  0.3556
H35 -4.79502 0.00638 -0.57840  0.4229
H36 -2.33714 -0.26222 -0.50642  0.3551
H37 -0.94659 -5.88345 -0.23372  0.6104
H38 -0.05598 -7.87386 -1.39009  0.3965
H39 1.76368 -7.63384 -3.05048  0.3597
H40 2.66832 -5.38553 -3.56369  0.4682
H41 1.73956 -3.38564 -2.40392  0.4141
H42 -2.18248 -3.97466 -2.30159  -0.0397
H43 -4.63579 -4.16756 -2.26790  0.4034
H44 -5.90137 -3.59106 -0.21881  0.3767
H45 -4.68343 -2.81624 1.79356  0.3969
H46 -2.20320 -2.63974 1.74548  0.3774
C39 -2.51450 1.93062 3.47168  -1.4440
As1 -0.85957 1.60669 2.47012  0.8504
C40 -0.55543 -0.21300 3.14480  -0.9172
C41 0.44047 2.45278 3.71140  -1.7483
C42 0.74961 3.96123 3.59942  2.7390
C43 1.30114 4.40799 4.96269  -2.3401
C44 1.84848 4.25842 2.56295  -2.3194
As2 1.61332 3.76958 0.65843  0.8175
C45 0.58556 5.31181 0.02075  -1.2943
C46 3.36829 4.47924 0.13674  -1.4740
C47 -0.54122 4.73917 3.30231  -1.5830
As3 -0.40996 6.71162 3.30988  0.2345
C48 -2.11731 6.99854 2.38599  -1.1376
C49 -1.10989 7.01391 5.12195  -1.1814
H47 -2.36039 1.81473 4.54578  0.4071
H48 -3.25096 1.20070 3.13450  0.4733
H49 -2.89747 2.92753 3.25966  0.3471
H50 -0.13375 -0.16924 4.15043  0.5578
H51 0.08375 -0.82903 2.50642  -0.1346
H52 -1.51925 -0.72107 3.19353  0.4478
H53 1.36704 1.87973 3.59955  0.0939
H54 0.05844 2.23930 4.71505  0.6697
H55 2.16233 3.79884 5.24519  0.4097
H56 0.54035 4.30369 5.74072  0.4593
H57 1.62249 5.45262 4.93102  0.5105
H58 2.75532 3.72371 2.86714  0.5364
H59 2.08885 5.32561 2.59242  0.7265
H60 0.93835 6.23640 0.48030  0.4915
H61 -0.47586 5.17601 0.22145  0.1361
H62 0.71140 5.36603 -1.05978  0.5178
H63 3.51432 5.48540 0.53283  0.4321
H64 3.43120 4.50717 -0.95084  0.4496
H65 4.15796 3.82769 0.51068  0.3362
H66 -1.30672 4.46677 4.03490  1.0399
H67 -0.92582 4.46032 2.31692  -0.0139
H68 -2.00516 6.76528 1.32782  0.2909
H69 -2.40976 8.04420 2.47912  0.4047
H70 -2.90089 6.36887 2.80973  0.3434
H71 -0.34971 6.77160 5.86295  0.3367
H72 -1.99567 6.40430 5.30483  0.3098
H73 -1.37212 8.06675 5.22957  0.4256